1.
This record from the Open Molecules 2025 dataset describes 6 unconnected molecules or ions with the total composition C45H98F6N9O9 at a distorted geometry. The level of theory is ωB97M-V/def2-TZVPD.

The total charge is +1. Its spin multiplicity is 1.

The geometry in XYZ format:
```
167
C45H98F6N9O9 | the Open Molecules 2025 dataset | ωB97M-V/def2-TZVPD
C -2.236 2.173 2.288
C -2.934 3.540 2.195
C -4.217 3.484 1.365
C -4.044 4.019 -0.054
C -5.078 3.455 -1.027
C -4.598 3.499 -2.484
C -3.982 2.144 -2.920
C -2.651 2.402 -3.630
C -1.944 1.192 -4.241
F -2.868 0.179 -4.428
C -1.393 1.409 -5.670
C -1.315 0.081 -6.433
O -2.126 -0.271 -7.217
N -0.112 -0.678 -6.093
C -0.317 -1.926 -5.482
O 0.455 -2.427 -4.748
F -1.496 -2.442 -5.708
O -0.157 2.040 -5.799
C 0.619 2.360 -4.637
C 2.054 2.432 -5.214
C 2.997 3.367 -4.459
C 4.029 4.041 -5.252
O 2.799 4.715 -4.671
N 0.119 3.601 -4.122
C -0.265 4.591 -5.155
C -0.235 6.004 -4.598
C -1.287 6.285 -3.514
C 0.603 1.152 -3.649
N 1.503 1.263 -2.556
C 1.529 1.841 -1.212
C 1.550 3.352 -0.961
C 0.206 4.017 -0.721
N -0.849 0.563 -3.381
C -1.277 0.205 -1.987
F -0.275 -0.477 -1.433
F -1.552 1.278 -1.265
C -2.497 -0.757 -1.995
F -2.689 -1.100 -0.718
F -2.106 -1.834 -2.718
H -2.622 1.588 3.115
H -2.408 1.612 1.369
H -1.161 2.282 2.409
H -3.142 3.864 3.210
H -2.214 4.254 1.802
H -4.565 2.452 1.342
H -4.994 4.044 1.880
H -3.029 3.799 -0.383
H -4.177 5.096 -0.010
H -6.003 4.016 -0.922
H -5.315 2.436 -0.727
H -5.397 3.800 -3.152
H -3.802 4.236 -2.521
H -4.679 1.614 -3.557
H -3.818 1.606 -1.996
H -2.830 3.109 -4.433
H -1.981 2.904 -2.947
H -2.155 1.980 -6.195
H 0.501 -0.788 -6.895
H 2.535 1.455 -5.175
H 1.989 2.817 -6.223
H 3.297 3.063 -3.458
H 3.908 4.134 -6.316
H 4.821 4.523 -4.706
H 0.768 4.075 -3.509
H 0.433 4.560 -5.988
H -1.273 4.387 -5.507
H 0.773 6.235 -4.265
H -0.423 6.656 -5.447
H -1.781 7.229 -3.709
H -0.835 6.334 -2.532
H -2.041 5.504 -3.519
H 1.022 0.373 -4.274
H 2.390 0.879 -2.814
H 0.815 1.422 -0.519
H 2.468 1.477 -0.813
H 2.138 3.885 -1.708
H 2.100 3.471 -0.030
H 0.367 4.999 -0.277
H -0.374 4.180 -1.617
H -0.377 3.463 0.006
H -0.791 -0.386 -3.771
H -3.401 -0.338 -2.415
C 1.758 7.015 5.012
C 0.339 7.431 4.632
C -0.563 6.277 4.179
O -0.305 5.773 2.880
C 0.810 4.910 2.781
N 0.411 8.510 3.642
H 2.389 6.872 4.136
H 2.225 7.798 5.607
H 1.764 6.095 5.600
H -0.127 7.843 5.531
H -1.588 6.652 4.135
H -0.550 5.456 4.909
H 0.908 4.279 3.670
H 1.740 5.460 2.621
H 0.646 4.267 1.916
H -0.517 8.892 3.486
H 0.675 8.103 2.750
C 3.205 -2.246 2.085
C 1.749 -1.795 2.162
C 1.416 -0.565 1.315
O 1.875 0.678 1.818
C 3.257 0.931 1.646
N 1.383 -1.609 3.571
H 3.856 -1.642 2.717
H 3.292 -3.271 2.440
H 3.584 -2.210 1.062
H 1.140 -2.608 1.762
H 0.326 -0.471 1.282
H 1.761 -0.701 0.278
H 3.621 0.532 0.693
H 3.852 0.510 2.458
H 3.396 2.013 1.656
H 0.386 -1.424 3.646
H 1.816 -0.752 3.905
C -1.682 -6.205 2.284
C -1.123 -5.106 3.183
C -1.858 -4.931 4.514
O -3.119 -4.290 4.432
C -4.189 -5.103 3.993
N -1.058 -3.851 2.423
H -2.574 -5.880 1.749
H -0.946 -6.478 1.528
H -1.928 -7.101 2.855
H -0.098 -5.390 3.439
H -1.250 -4.278 5.144
H -1.946 -5.887 5.042
H -4.099 -6.123 4.378
H -4.259 -5.134 2.903
H -5.109 -4.664 4.376
H -0.572 -3.165 2.991
H -2.006 -3.491 2.348
C 1.702 -7.064 -4.901
C 3.117 -7.424 -4.454
C 3.690 -6.509 -3.366
O 4.093 -5.225 -3.802
C 3.051 -4.294 -3.996
N 3.981 -7.504 -5.634
H 1.698 -6.231 -5.603
H 1.252 -7.910 -5.419
H 1.065 -6.808 -4.053
H 3.070 -8.424 -4.014
H 4.601 -6.974 -2.982
H 2.993 -6.418 -2.521
H 2.262 -4.411 -3.247
H 2.615 -4.376 -4.995
H 3.481 -3.296 -3.900
H 4.887 -7.879 -5.369
H 4.178 -6.557 -5.946
C 1.688 -6.447 9.498
C 2.106 -6.166 8.058
C 0.997 -5.582 7.175
O -0.002 -6.494 6.762
C -0.979 -6.808 7.736
N 2.694 -7.381 7.489
H 1.132 -7.379 9.585
H 2.571 -6.551 10.126
H 1.077 -5.638 9.905
H 2.893 -5.407 8.093
H 1.459 -5.232 6.248
H 0.533 -4.707 7.653
H -1.225 -5.937 8.350
H -0.662 -7.630 8.380
H -1.876 -7.128 7.206
H 3.101 -7.170 6.582
H 1.940 -8.032 7.286
```

Atomic partial charges in e from the Mulliken method, atoms 1 to 99: atom 1 (C): -0.868, atom 2 (C): 0.060, atom 3 (C): -1.297, atom 4 (C): 0.675, atom 5 (C): -1.536, atom 6 (C): -0.520, atom 7 (C): -0.529, atom 8 (C): -0.776, atom 9 (C): 1.594, atom 10 (F): -0.587, atom 11 (C): 0.037, atom 12 (C): -0.999, atom 13 (O): -0.437, atom 14 (N): 0.045, atom 15 (C): 0.671, atom 16 (O): -0.333, atom 17 (F): -0.246, atom 18 (O): -0.379, atom 19 (C): 0.092, atom 20 (C): -1.374, atom 21 (C): 0.558, atom 22 (C): -0.851, atom 23 (O): -0.389, atom 24 (N): 0.634, atom 25 (C): -0.788, atom 26 (C): -0.755, atom 27 (C): -0.662, atom 28 (C): -1.612, atom 29 (N): 0.509, atom 30 (C): -0.035, atom 31 (C): -0.727, atom 32 (C): 0.134, atom 33 (N): 0.850, atom 34 (C): 0.117, atom 35 (F): -0.383, atom 36 (F): 0.289, atom 37 (C): -0.071, atom 38 (F): -0.276, atom 39 (F): -0.240, atom 40 (H): 0.534, atom 41 (H): -0.034, atom 42 (H): 0.092, atom 43 (H): 0.420, atom 44 (H): -0.026, atom 45 (H): 0.452, atom 46 (H): 0.405, atom 47 (H): -0.424, atom 48 (H): 0.410, atom 49 (H): 0.508, atom 50 (H): 0.486, atom 51 (H): 0.554, atom 52 (H): -0.018, atom 53 (H): 0.383, atom 54 (H): -0.019, atom 55 (H): 1.476, atom 56 (H): -1.065, atom 57 (H): 1.088, atom 58 (H): 0.386, atom 59 (H): 0.181, atom 60 (H): 0.826, atom 61 (H): 0.240, atom 62 (H): 0.324, atom 63 (H): 0.319, atom 64 (H): 0.243, atom 65 (H): 0.256, atom 66 (H): 0.426, atom 67 (H): 0.293, atom 68 (H): 0.540, atom 69 (H): 0.429, atom 70 (H): 0.239, atom 71 (H): -0.112, atom 72 (H): 0.622, atom 73 (H): 0.453, atom 74 (H): -0.467, atom 75 (H): 0.384, atom 76 (H): 0.164, atom 77 (H): 0.575, atom 78 (H): 0.957, atom 79 (H): -1.006, atom 80 (H): -0.314, atom 81 (H): -0.160, atom 82 (H): 0.411, atom 83 (C): -1.404, atom 84 (C): 0.279, atom 85 (C): -0.804, atom 86 (O): -0.225, atom 87 (C): -0.132, atom 88 (N): -0.741, atom 89 (H): 0.298, atom 90 (H): 0.349, atom 91 (H): 0.343, atom 92 (H): 0.458, atom 93 (H): 0.346, atom 94 (H): 0.431, atom 95 (H): 0.431, atom 96 (H): 0.222, atom 97 (H): -0.502, atom 98 (H): 0.284, atom 99 (H): 0.308


2.
This record from the Open Molecules 2025 dataset describes 7 unconnected molecules or ions with the total composition C46H100F6N5O9 at a distorted geometry. The level of theory is ωB97M-V/def2-TZVPD.

As for the energy above the lowest of the compared OMol25 structures with the same formula, charge and spin: 82.5 kcal/mol. The total charge is +1. Its spin multiplicity is 1.

The geometry in XYZ format:
```
166
C46H100F6N5O9 | the Open Molecules 2025 dataset | ωB97M-V/def2-TZVPD
N 0.492 0.987 -0.097
O -0.046 0.389 0.855
O 0.155 0.739 -1.272
O 1.272 1.904 0.191
C 2.895 -3.849 -6.694
C 1.506 -4.061 -6.105
C 0.656 -2.802 -5.907
C 1.190 -1.771 -4.904
N 0.947 -0.277 -5.204
C 1.722 0.635 -4.278
C 0.973 1.978 -4.330
C -0.518 1.558 -4.506
C -0.498 0.041 -4.912
C 1.293 0.032 -6.683
C 2.704 -0.296 -7.141
C 2.942 -0.020 -8.618
H 3.500 -3.141 -6.129
H 2.905 -3.549 -7.745
H 3.447 -4.790 -6.739
H 1.637 -4.390 -5.065
H 0.974 -4.901 -6.546
H -0.332 -3.023 -5.500
H 0.539 -2.409 -6.920
H 2.283 -1.769 -4.851
H 0.901 -1.928 -3.866
H 2.769 0.573 -4.567
H 1.639 0.194 -3.283
H 1.327 2.581 -5.166
H 1.213 2.527 -3.421
H -0.934 2.196 -5.281
H -1.043 1.551 -3.554
H -1.072 -0.220 -5.798
H -0.807 -0.527 -4.038
H 1.193 1.106 -6.842
H 0.475 -0.458 -7.206
H 3.031 -1.259 -6.757
H 3.331 0.461 -6.659
H 2.667 0.989 -8.928
H 2.461 -0.705 -9.318
H 4.012 -0.115 -8.806
C -6.905 1.971 3.856
C -5.694 1.134 3.435
C -4.651 1.770 2.466
C -5.258 1.801 1.048
N -4.450 2.541 -0.014
C -4.408 4.064 0.101
C -3.129 4.572 -0.585
C -2.283 3.323 -0.754
C -2.968 2.274 0.141
C -5.001 2.210 -1.382
C -4.680 0.783 -1.881
C -5.512 0.384 -3.101
H -6.644 2.875 4.407
H -7.546 1.428 4.550
H -7.466 2.098 2.929
H -6.120 0.257 2.941
H -5.150 0.757 4.302
H -3.687 1.269 2.403
H -4.438 2.769 2.860
H -6.216 2.319 1.029
H -5.328 0.763 0.732
H -5.358 4.472 -0.241
H -4.361 4.177 1.185
H -3.449 5.088 -1.492
H -2.715 5.377 0.022
H -2.297 2.974 -1.786
H -1.270 3.601 -0.468
H -2.740 1.207 0.097
H -2.641 2.439 1.169
H -4.671 2.996 -2.063
H -6.078 2.389 -1.399
H -4.933 0.012 -1.147
H -3.608 0.588 -1.957
H -5.327 1.011 -3.977
H -6.576 0.533 -2.906
H -5.387 -0.651 -3.412
C -0.989 4.410 3.178
C 0.130 3.457 2.762
N 1.262 3.395 3.808
C 2.275 2.413 3.318
C 1.893 4.756 3.877
C 2.408 5.406 2.580
C 0.717 3.070 5.199
C 0.102 1.689 5.303
O -1.030 1.490 4.476
C -1.547 0.196 4.719
H -1.610 3.982 3.966
H -1.716 4.353 2.362
H -0.724 5.445 3.368
H 0.485 3.741 1.773
H -0.242 2.454 2.556
H 2.482 2.715 2.289
H 1.741 1.474 3.183
H 3.238 2.410 3.822
H 2.629 4.848 4.679
H 1.146 5.396 4.356
H 1.809 5.294 1.675
H 3.389 5.045 2.267
H 2.513 6.484 2.698
H -0.094 3.735 5.493
H 1.583 3.166 5.850
H -0.135 1.460 6.347
H 0.848 0.923 5.059
H -2.176 -0.089 3.881
H -2.027 -0.014 5.683
H -0.818 -0.619 4.831
C 2.233 -1.567 2.298
C 1.831 -2.880 1.677
N 2.988 -3.722 1.164
C 2.363 -5.016 0.606
C 3.754 -2.972 0.071
C 2.879 -2.552 -1.097
C 3.970 -4.047 2.255
C 3.453 -4.718 3.551
O 2.526 -5.755 3.330
C 1.665 -6.049 4.416
H 2.879 -1.016 1.616
H 2.699 -1.729 3.269
H 1.330 -0.967 2.417
H 1.102 -2.688 0.891
H 1.297 -3.477 2.416
H 1.867 -4.725 -0.314
H 1.712 -5.326 1.415
H 3.129 -5.754 0.384
H 4.545 -3.644 -0.256
H 4.148 -2.083 0.564
H 3.546 -1.931 -1.702
H 2.067 -1.867 -0.851
H 2.560 -3.394 -1.708
H 4.553 -3.137 2.426
H 4.660 -4.801 1.872
H 2.984 -3.972 4.209
H 4.313 -4.941 4.190
H 1.140 -6.949 4.105
H 1.031 -5.199 4.673
H 2.256 -6.338 5.291
C 5.611 0.034 2.175
O 5.470 0.107 0.777
O 5.573 -1.262 2.550
C 6.715 0.993 2.703
F 6.748 1.086 4.043
F 7.971 0.589 2.344
F 6.586 2.267 2.263
C 4.666 1.168 0.295
C 4.540 0.910 -1.215
H 5.507 0.865 -1.707
H 3.866 0.064 -1.387
H 3.879 1.628 -1.717
H 5.107 2.131 0.552
H 3.643 1.142 0.687
H 4.770 0.533 2.717
C -5.302 -3.975 0.597
O -4.027 -3.707 1.293
O -5.606 -5.214 0.935
C -6.309 -2.775 0.901
F -7.618 -3.168 0.993
F -6.132 -2.036 2.016
F -6.323 -1.884 -0.142
C -3.464 -2.424 1.283
C -2.106 -2.589 1.961
H -1.472 -3.249 1.367
H -1.585 -1.626 2.020
H -2.212 -2.981 2.971
H -4.034 -1.687 1.866
H -3.419 -2.068 0.243
H -4.923 -3.899 -0.437
```

Atomic partial charges in e from the Mulliken method, atoms 1 to 99: atom 1 (N): 0.362, atom 2 (O): -0.412, atom 3 (O): -0.166, atom 4 (O): -0.650, atom 5 (C): -1.096, atom 6 (C): -0.659, atom 7 (C): -0.666, atom 8 (C): -1.124, atom 9 (N): 0.861, atom 10 (C): -0.445, atom 11 (C): -1.223, atom 12 (C): 0.684, atom 13 (C): -1.210, atom 14 (C): -1.138, atom 15 (C): 0.051, atom 16 (C): -1.623, atom 17 (H): 0.312, atom 18 (H): 0.279, atom 19 (H): 0.432, atom 20 (H): 0.223, atom 21 (H): 0.462, atom 22 (H): 0.423, atom 23 (H): 0.260, atom 24 (H): 0.553, atom 25 (H): 0.777, atom 26 (H): 0.499, atom 27 (H): 0.144, atom 28 (H): 0.412, atom 29 (H): 0.552, atom 30 (H): 0.578, atom 31 (H): -0.855, atom 32 (H): 0.425, atom 33 (H): 0.425, atom 34 (H): 0.704, atom 35 (H): 0.512, atom 36 (H): 0.012, atom 37 (H): 0.213, atom 38 (H): 0.379, atom 39 (H): 0.356, atom 40 (H): 0.424, atom 41 (C): -1.393, atom 42 (C): -0.534, atom 43 (C): 0.328, atom 44 (C): -0.624, atom 45 (N): 0.692, atom 46 (C): -0.651, atom 47 (C): -0.957, atom 48 (C): 0.203, atom 49 (C): -0.769, atom 50 (C): -0.864, atom 51 (C): 0.689, atom 52 (C): -1.860, atom 53 (H): 0.315, atom 54 (H): 0.423, atom 55 (H): 0.321, atom 56 (H): 0.127, atom 57 (H): 0.546, atom 58 (H): -0.026, atom 59 (H): 0.214, atom 60 (H): 0.351, atom 61 (H): 0.151, atom 62 (H): 0.479, atom 63 (H): 0.335, atom 64 (H): 0.374, atom 65 (H): 0.429, atom 66 (H): 0.128, atom 67 (H): 0.334, atom 68 (H): 0.677, atom 69 (H): -0.656, atom 70 (H): 0.630, atom 71 (H): 0.519, atom 72 (H): -0.189, atom 73 (H): 0.094, atom 74 (H): 0.390, atom 75 (H): 0.411, atom 76 (H): 0.433, atom 77 (C): -1.379, atom 78 (C): -0.030, atom 79 (N): 0.747, atom 80 (C): -1.348, atom 81 (C): -0.599, atom 82 (C): -1.270, atom 83 (C): -0.823, atom 84 (C): -0.777, atom 85 (O): 0.059, atom 86 (C): -0.685, atom 87 (H): 0.335, atom 88 (H): -0.051, atom 89 (H): 0.465, atom 90 (H): 0.767, atom 91 (H): -0.319, atom 92 (H): 0.398, atom 93 (H): 0.364, atom 94 (H): 0.361, atom 95 (H): 0.511, atom 96 (H): 0.653, atom 97 (H): 0.256, atom 98 (H): 0.362, atom 99 (H): 0.427


no.,E (eV),HOMO level (eV),frontier orbital gap (Eh)
1,-96385.913,-10.32,0.2780
2,-91489.344,-7.19,0.1865